Entry w
An isolated molecule of C3H3NS2, computed with wB97M-V/def2-TZVPD.

XYZ file:
```
9
Properties=species:S:1:pos:R:3:mulliken_charge:R:1
C 0.884 -1.220 -0.370 -0.319
C 1.145 1.160 -0.212 0.250
C -1.124 0.611 0.322 -0.319
N -0.046 1.356 -0.130 -0.410
S -0.768 -1.231 0.110 -0.104
S 2.112 -0.254 0.214 -0.082
H 1.134 -2.012 -1.053 0.405
H -1.311 0.786 1.382 0.293
H -2.026 0.804 -0.263 0.285
```

Output
charge = 0

Entry x
An isolated molecule of C3H3NS2, computed with wB97M-V/def2-TZVPD.

XYZ file:
```
9
Properties=species:S:1:pos:R:3:mulliken_charge:R:1
C 1.034 -1.316 -0.884 0.010
C -0.414 1.127 0.064 0.060
C -1.019 0.987 1.207 -0.335
N 0.320 -0.621 -1.744 -0.381
S 1.570 -0.810 0.576 -0.409
S -0.002 0.977 -1.492 0.071
H 0.982 -2.334 -1.226 0.357
H -2.001 0.972 1.410 0.313
H -0.469 1.017 2.090 0.314
```

Output
charge = 0

Most stable of them? entry w.

Entry w
A cluster of 2 separate species, C5H9NS in total, computed with wB97M-V/def2-TZVPD.

XYZ file:
```
16
Properties=species:S:1:pos:R:3:mulliken_charge:R:1
C 1.795 0.083 0.315 -0.490
C 1.638 -2.106 -0.715 -0.259
C -1.219 0.416 -0.176 0.477
C -1.497 0.511 1.260 -1.261
C -0.375 1.457 -0.872 -0.834
N 1.573 -1.109 0.031 0.037
S -1.676 -0.886 -0.985 -0.254
H 1.553 0.459 1.327 0.238
H 0.775 -2.597 -1.176 0.138
H 2.561 -2.655 -0.955 0.256
H -1.264 -0.406 1.828 0.300
H -2.518 0.522 1.184 0.458
H -0.998 1.309 1.812 0.311
H -0.565 1.477 -1.929 0.333
H 0.619 1.134 -0.510 0.165
H -0.400 2.393 -0.439 0.383
```

Output
charge = 0

Entry x
An isolated molecule of C5H9NS, computed with wB97M-V/def2-TZVPD.

XYZ file:
```
16
Properties=species:S:1:pos:R:3:mulliken_charge:R:1
N 1.906 -0.231 -0.698 -0.551
C 0.924 -0.010 0.308 0.116
C -0.091 1.424 0.220 -0.514
C -1.173 0.638 -0.361 -0.252
S -2.995 -0.054 -0.359 -0.166
C -1.524 -0.536 0.499 -0.015
C -0.159 -1.226 0.183 -1.438
H 2.367 0.565 -0.833 0.224
H 1.398 -0.750 -1.632 0.273
H 1.590 0.115 1.267 0.278
H -0.529 1.756 1.290 0.235
H 0.329 2.169 -0.448 0.353
H -0.985 -0.006 -1.286 0.220
H -1.242 -0.283 1.535 0.252
H 0.003 -1.722 -0.705 0.693
H 0.182 -1.849 1.019 0.291
```

Output
charge = 0
SMILES string = NC1C[C@@H]2S[C@H]2C1

Most stable of them? entry w.

Entry w
A cluster of 2 separate species, C3H4ClF in total, computed with wB97M-V/def2-TZVPD.

XYZ file:
```
9
Properties=species:S:1:pos:R:3:mulliken_charge:R:1
C -0.636 -0.564 -1.434 -0.580
C -0.051 0.191 -0.433 -0.156
C -0.457 0.359 0.964 -0.002
F -1.814 0.154 1.154 -0.197
Cl 1.480 -0.003 3.520 -0.358
H -0.293 -0.475 -2.422 0.283
H -1.401 -1.266 -1.170 0.263
H 0.818 0.626 -0.662 0.390
H 0.172 0.826 1.782 0.357
```

Output
charge = 0

Entry x
An isolated molecule of C3H4ClF, computed with wB97M-V/def2-TZVPD.

XYZ file:
```
9
Properties=species:S:1:pos:R:3:mulliken_charge:R:1
C 0.929 0.445 -0.914 -0.691
C -0.017 0.574 0.029 0.425
Cl -1.026 2.011 0.330 -0.182
C -0.537 -0.664 0.663 -0.274
F -1.916 -0.622 0.681 -0.291
H 1.467 -0.557 -0.771 0.190
H 1.512 1.154 -1.572 0.286
H -0.139 -0.997 1.620 0.273
H -0.272 -1.343 -0.066 0.263
```

Output
charge = 0
SMILES string = C=C(Cl)CF

Most stable of them? entry x.

Entry w
An isolated molecule of C4H4ClNOS, computed with wB97M-V/def2-TZVPD.

XYZ file:
```
12
Properties=species:S:1:pos:R:3:mulliken_charge:R:1
C -1.172 0.779 0.261 0.461
C -0.415 -0.204 0.659 0.511
C 1.350 0.820 -2.246 -0.051
C -0.565 -0.934 1.958 -1.109
N 0.566 -0.756 -0.114 -0.388
O -1.771 1.702 -0.087 -0.376
S 1.294 -0.581 -1.483 0.029
Cl 1.819 0.848 -3.838 -0.145
H 0.389 -1.621 1.935 0.257
H -0.637 -0.224 2.728 0.301
H -1.483 -1.443 2.129 0.290
H 0.623 1.614 -1.903 0.221
```

Output
charge = 0

Entry x
An isolated molecule of C4H4ClNOS, computed with wB97M-V/def2-TZVPD.

XYZ file:
```
12
Properties=species:S:1:pos:R:3:mulliken_charge:R:1
C -0.421 -0.209 -0.032 0.335
C 1.668 -0.839 0.674 -0.095
C 1.142 1.685 -0.016 0.461
C -1.588 -1.035 -0.019 -1.066
N -0.166 1.061 -0.169 -0.192
O 1.196 2.856 -0.109 -0.502
S 2.490 0.684 0.225 -0.048
Cl 2.077 -2.227 -0.307 -0.140
H -1.305 -2.046 -0.350 0.271
H -2.456 -0.652 -0.444 0.411
H -1.903 -1.138 1.006 0.305
H -0.735 1.859 -0.458 0.260
```

Output
charge = 0

Most stable of them? entry w.

Entry w
An isolated molecule of C4H4ClNOS, computed with wB97M-V/def2-TZVPD.

XYZ file:
```
12
Properties=species:S:1:pos:R:3:mulliken_charge:R:1
O -1.499 1.729 -0.157 -0.632
C -0.528 0.809 -0.124 0.868
C 0.890 1.178 -0.077 -0.739
C 1.553 -0.106 -0.095 0.018
Cl 3.251 -0.622 -0.158 -0.182
N 0.588 -1.110 0.230 -0.104
C -0.715 -0.526 0.108 -0.228
S -2.394 -1.234 -0.178 -0.220
H -1.132 2.547 0.619 0.389
H 1.465 2.005 -0.127 0.466
H 0.675 -2.103 0.030 0.250
H -2.155 -2.568 -0.071 0.113
```

Output
charge = 0
SMILES string = Oc1cc(Cl)[nH]c1S

Entry x
An isolated molecule of C4H4ClNOS, computed with wB97M-V/def2-TZVPD.

XYZ file:
```
12
Properties=species:S:1:pos:R:3:mulliken_charge:R:1
O -0.087 1.705 -0.965 -0.316
N 0.656 1.679 0.147 -0.371
C 1.157 0.556 0.600 -0.221
C 1.061 -0.788 0.085 0.193
S 2.419 -1.679 -0.424 -0.204
C -0.319 -1.268 -0.094 -0.191
C -1.355 -0.518 0.147 -0.104
Cl -2.935 -1.074 -0.203 -0.169
H -0.307 2.668 -1.194 0.375
H 1.659 0.675 1.484 0.404
H -0.618 -2.318 -0.454 0.262
H -1.330 0.361 0.871 0.341
```

Output
charge = 0
SMILES string = O/N=C\C(=S)/C=C/Cl

Most stable of them? entry w.

Entry w
A structure of composition H24O12Xe, computed with wB97M-V/def2-TZVPD.

XYZ file:
```
37
Properties=species:S:1:pos:R:3:mulliken_charge:R:1
Xe -8.000 -5.842 0.738 -0.010
O -7.124 -6.127 4.958 -0.622
H -7.282 -5.346 4.428 0.337
H -6.192 -6.311 4.844 0.293
O -7.633 -5.444 -2.783 -0.629
H -7.707 -5.758 -3.684 0.294
H -6.859 -5.888 -2.437 0.381
O -11.243 -4.399 1.087 -0.606
H -10.721 -4.207 1.866 0.373
H -12.071 -3.942 1.235 0.279
O -5.229 -6.240 -2.033 -0.667
H -4.566 -5.563 -1.899 0.306
H -5.057 -6.884 -1.346 0.387
O -11.173 -7.668 0.696 -0.651
H -11.289 -6.774 1.016 0.331
H -10.548 -8.062 1.306 0.366
O -7.058 -9.610 1.203 -0.840
H -7.151 -10.092 0.381 0.350
H -6.537 -10.187 1.761 0.335
O -9.514 -9.291 2.490 -0.701
H -8.735 -9.398 1.944 0.386
H -9.192 -8.867 3.286 0.332
O -10.306 -5.013 -1.719 -0.621
H -9.353 -4.924 -1.734 0.266
H -10.542 -4.905 -0.797 0.348
O -9.838 -3.762 3.450 -0.636
H -8.951 -3.455 3.637 0.301
H -10.407 -3.151 3.918 0.305
O -6.856 -3.482 3.710 -0.627
H -5.946 -3.690 3.501 0.285
H -6.799 -2.803 4.383 0.289
O -4.943 -8.105 0.046 -0.712
H -4.458 -8.684 -0.542 0.321
H -5.607 -8.668 0.444 0.405
O -9.623 -8.333 -1.635 -0.673
H -9.677 -7.448 -1.995 0.358
H -10.023 -8.265 -0.768 0.366
```

Output
charge = 0

Entry x
A structure of composition H24O12Xe, computed with wB97M-V/def2-TZVPD.

XYZ file:
```
37
Properties=species:S:1:pos:R:3:mulliken_charge:R:1
Xe 10.240 18.845 1.103 0.024
O 11.602 19.310 -1.806 -0.528
H 12.282 19.880 -2.164 0.284
H 10.802 19.834 -1.847 0.280
O 7.194 20.552 0.405 -0.781
H 7.913 20.511 -0.226 0.487
H 6.405 20.613 -0.134 0.274
O 9.121 20.644 4.385 -0.590
H 9.871 20.552 3.797 0.261
H 8.693 21.452 4.102 0.297
O 9.794 15.156 2.162 -0.611
H 8.853 15.330 2.181 0.323
H 10.089 15.332 3.056 0.290
O 12.194 22.157 2.181 -0.608
H 12.528 21.367 2.605 0.302
H 11.803 22.665 2.892 0.305
O 8.138 22.327 2.233 -0.621
H 8.049 21.650 1.561 0.370
H 8.587 23.047 1.790 0.302
O 7.232 18.599 4.189 -0.639
H 8.147 18.786 4.401 0.328
H 6.952 17.977 4.860 0.266
O 6.399 18.172 1.665 -0.632
H 6.650 18.825 1.012 0.411
H 6.796 18.481 2.479 0.361
O 8.068 16.008 -1.225 -0.603
H 9.008 16.184 -1.277 0.376
H 7.656 16.849 -1.422 0.252
O 10.741 16.530 -2.119 -0.651
H 10.467 16.167 -2.961 0.341
H 10.922 17.451 -2.302 0.327
O 8.919 20.543 -1.576 -0.833
H 8.515 21.363 -1.860 0.330
H 8.405 19.860 -2.007 0.323
O 14.334 17.910 -0.490 -0.612
H 13.980 17.450 0.271 0.309
H 13.675 18.573 -0.697 0.287
```

Output
charge = 0

Entry y
A structure of composition H24O12Xe, computed with wB97M-V/def2-TZVPD.

XYZ file:
```
37
Properties=species:S:1:pos:R:3:mulliken_charge:R:1
Xe 16.974 -5.153 -10.276 0.008
O 19.634 -1.944 -10.020 -0.637
H 19.998 -2.666 -9.506 0.313
H 18.908 -1.615 -9.490 0.305
O 13.911 -2.910 -11.879 -0.655
H 13.872 -3.846 -12.077 0.363
H 13.634 -2.482 -12.689 0.296
O 14.185 -6.172 -7.667 -0.667
H 14.204 -5.328 -8.118 0.359
H 13.862 -5.968 -6.789 0.318
O 21.148 -5.546 -12.142 -0.614
H 21.241 -6.463 -12.401 0.287
H 20.202 -5.407 -12.087 0.330
O 19.296 -2.672 -12.957 -0.624
H 19.028 -3.589 -13.020 0.331
H 19.264 -2.477 -12.020 0.361
O 13.858 -5.685 -12.573 -0.627
H 14.076 -6.560 -12.251 0.306
H 13.815 -5.782 -13.524 0.272
O 18.492 -5.398 -13.353 -0.667
H 18.902 -5.859 -14.085 0.289
H 17.605 -5.204 -13.657 0.294
O 13.750 -3.791 -9.095 -0.652
H 14.052 -3.204 -8.401 0.345
H 14.065 -3.387 -9.904 0.313
O 17.246 -8.077 -12.289 -0.581
H 17.927 -8.677 -11.986 0.281
H 17.713 -7.265 -12.487 0.292
O 19.204 -8.158 -8.718 -0.598
H 18.392 -8.067 -8.220 0.356
H 18.928 -8.507 -9.566 0.276
O 16.507 -7.554 -7.593 -0.620
H 15.688 -7.075 -7.719 0.393
H 16.700 -7.459 -6.660 0.253
O 14.461 -8.498 -11.606 -0.659
H 14.506 -9.210 -12.244 0.307
H 15.375 -8.271 -11.435 0.351
```

Output
charge = 0

Most stable of them? entry w.

Entry w
An isolated molecule of C6H8N2, computed with wB97M-V/def2-TZVPD.

XYZ file:
```
16
Properties=species:S:1:pos:R:3:mulliken_charge:R:1
H 2.350 1.787 0.404 0.267
N 1.291 1.962 0.093 -0.749
C 0.853 0.813 -0.137 0.924
C 1.730 -0.405 -0.121 -0.175
C 2.108 -1.718 0.188 -0.581
N -0.354 0.297 -0.286 0.000
C -1.661 0.877 0.065 -0.739
C -2.347 -0.562 0.230 -0.188
C -0.952 -1.115 -0.209 -0.629
H 2.818 -2.582 0.305 0.330
H -1.225 1.486 0.939 0.267
H -2.115 1.752 -0.429 0.286
H -2.688 -0.979 1.242 0.260
H -2.841 -1.106 -0.579 0.213
H -0.872 -1.517 -1.218 0.313
H -0.370 -1.993 0.594 0.200
```

Output
charge = 0
SMILES string = [H]/N=C(\C#C)N1CCC1

Entry x
An isolated molecule of C6H8N2, computed with wB97M-V/def2-TZVPD.

XYZ file:
```
16
Properties=species:S:1:pos:R:3:mulliken_charge:R:1
C -0.387 1.508 -0.187 -0.701
C 0.068 0.162 -0.268 0.525
C -0.812 -0.920 0.157 -0.499
C -2.311 -0.563 0.164 0.212
N -3.476 -0.061 0.075 -0.489
N 1.468 0.020 -0.632 -0.214
C 2.354 -0.964 -0.057 -0.158
C 2.257 0.454 0.650 -0.512
H -1.586 1.086 0.186 0.199
H -0.470 1.964 -1.236 0.274
H 0.120 2.370 0.578 0.264
H -0.588 -2.085 -0.189 0.197
H 1.728 -2.034 0.324 0.205
H 3.291 -1.088 -0.670 0.243
H 2.976 1.411 0.587 0.206
H 1.574 0.611 1.569 0.249
```

Output
charge = 0
SMILES string = C/C(=C\C#N)N1CC1

Most stable of them? entry x.